{"formula": "C33H29F4N6O2S3Sr", "method": "the ωB97M-V functional and the def2-TZVPD basis", "elements": ["Sr", "C", "C", "N", "C", "C", "C", "C", "N", "C", "C", "F", "C", "F", "C", "C", "F", "C", "F", "H", "H", "H", "H", "H", "H", "H", "H", "H", "H", "H", "H", "H", "H", "H", "O", "C", "C", "C", "C", "N", "C", "C", "C", "C", "C", "C", "O", "C", "C", "N", "H", "H", "H", "H", "H", "H", "H", "H", "H", "H", "H", "H", "S", "C", "C", "C", "C", "N", "C", "C", "C", "S", "C", "N", "H", "H", "S", "C"], "coordinates": [[0.813888, -0.497320, 0.903271], [-1.201823, 3.044918, 1.238278], [-1.980921, 2.040696, 2.069352], [-2.344184, 0.828481, 1.333746], [-3.163950, 1.097560, 0.152125], [-4.499469, 1.797150, 0.405810], [-2.935208, -0.173750, 2.227419], [-1.941102, -1.281860, 2.596568], [-0.657176, -0.736144, 2.968148], [-0.392165, -0.297194, 4.188198], [0.734168, 0.569472, 4.333308], [1.380934, 0.924953, 3.185188], [1.179764, 1.074461, 5.522723], [2.253780, 1.891097, 5.527741], [0.545825, 0.784308, 6.722641], [-0.559114, -0.038810, 6.627340], [-1.228472, -0.365180, 7.759161], [-1.015749, -0.562544, 5.438955], [-2.109339, -1.371605, 5.493886], [-0.885516, 3.876494, 1.871611], [-1.779148, 3.452137, 0.406486], [-0.307835, 2.590119, 0.808266], [-2.878595, 2.525992, 2.491968], [-1.377230, 1.729625, 2.921625], [-3.343489, 0.137137, -0.338110], [-2.589535, 1.701353, -0.551805], [-5.119630, 1.247110, 1.118750], [-5.050464, 1.883345, -0.532980], [-4.354407, 2.808881, 0.788086], [-3.801853, -0.633312, 1.739879], [-3.307706, 0.301127, 3.146915], [-1.789370, -1.896873, 1.698156], [-2.400758, -1.939335, 3.340656], [0.894795, 1.172853, 7.665868], [-4.284129, 0.461524, -4.661409], [-3.977463, -0.802664, -4.112499], [-2.812617, -0.797802, -3.154393], [-2.621293, -1.859953, -2.267975], [-1.582971, -1.784607, -1.367949], [-0.764854, -0.729876, -1.274106], [-0.925169, 0.274447, -2.131976], [-1.936738, 0.260445, -3.101220], [-0.022170, 1.457991, -2.023772], [0.429979, 2.160502, -3.437866], [1.850781, 2.450270, -3.492066], [2.491850, 2.547584, -4.842862], [1.839634, 3.523082, -5.656686], [2.593559, 2.500462, -2.371442], [2.094385, 1.927218, -1.147262], [0.960931, 1.338072, -1.016971], [-4.104364, 1.145548, -4.001544], [-3.753956, -1.458665, -4.958033], [-4.847473, -1.228152, -3.595709], [-3.277725, -2.721730, -2.270595], [-1.386249, -2.599615, -0.678688], [-2.042559, 1.113301, -3.755443], [0.003252, 1.746927, -4.354050], [2.431840, 1.560184, -5.315070], [3.549612, 2.801882, -4.730961], [1.703198, 3.154362, -6.531567], [3.647742, 2.744679, -2.416444], [2.794721, 1.822396, -0.321010], [3.706854, -0.856730, 1.189395], [4.144274, -2.404682, 0.514218], [5.505657, -2.739504, 0.534333], [6.003221, -3.938367, 0.044998], [7.410266, -4.200372, 0.100323], [8.541890, -4.409865, 0.152981], [5.105049, -4.871995, -0.497064], [3.753568, -4.560274, -0.524583], [3.231925, -3.352546, -0.040247], [1.509785, -3.120839, -0.186657], [5.555179, -6.127353, -1.019293], [5.903215, -7.137735, -1.449740], [6.194844, -2.019262, 0.954700], [3.059611, -5.277474, -0.942304], [-1.984827, 3.535267, -2.628052], [-0.481189, 2.788603, -2.482699]], "forces_ev_per_a": [[-0.075, -0.035, -0.013], [0.001, 0.003, -0.007], [-0.008, 0.004, 0.005], [0.002, 0.005, 0.007], [-0.003, -0.010, -0.012], [-0.001, 0.002, 0.000], [-0.005, -0.006, -0.008], [0.006, 0.042, 0.002], [0.021, -0.055, -0.058], [0.255, -0.056, 0.163], [-0.028, -0.009, -0.022], [0.030, 0.009, 0.039], [0.017, 0.012, -0.026], [-0.008, 0.004, -0.001], [0.002, 0.007, 0.022], [-0.018, -0.004, 0.019], [0.002, 0.001, 0.005], [-0.170, 0.069, -0.098], [0.007, -0.003, -0.003], [-0.002, 0.000, 0.001], [-0.002, 0.001, 0.004], [0.001, -0.005, 0.002], [-0.002, 0.001, -0.003], [0.007, -0.012, 0.001], [-0.001, -0.005, -0.006], [-0.005, 0.001, 0.006], [-0.001, 0.002, 0.001], [0.003, -0.002, -0.002], [0.003, 0.000, -0.001], [-0.006, 0.004, 0.009], [0.012, -0.001, 0.001], [0.000, 0.006, -0.001], [0.003, -0.012, -0.010], [0.000, -0.002, 0.000], [-0.011, 0.033, -0.007], [0.035, -0.009, 0.023], [-0.045, -0.065, -0.007], [-0.020, -0.009, -0.037], [0.048, 0.043, 0.019], [-0.020, -0.041, 0.012], [-0.075, 0.081, -0.040], [0.091, 0.022, 0.055], [0.016, -0.050, -0.065], [-0.070, -0.024, 0.054], [0.052, -0.001, -0.074], [-0.031, 0.002, 0.005], [0.040, 0.008, -0.021], [0.036, 0.018, 0.068], [0.065, 0.053, -0.013], [-0.038, -0.022, 0.016], [-0.011, -0.008, -0.009], [-0.005, -0.019, 0.001], [-0.005, 0.027, -0.003], [0.001, -0.002, -0.008], [-0.002, 0.002, 0.001], [-0.011, -0.015, -0.016], [-0.005, 0.000, -0.005], [0.010, -0.001, 0.001], [-0.002, 0.008, -0.002], [-0.024, -0.005, 0.013], [0.002, 0.001, 0.003], [0.007, 0.002, -0.001], [-0.040, 0.002, -0.021], [0.023, 0.022, 0.013], [-0.003, -0.009, -0.006], [0.009, 0.041, 0.006], [-0.007, -0.057, 0.007], [0.005, 0.028, -0.005], [-0.020, -0.013, 0.002], [0.012, 0.000, 0.001], [-0.028, -0.020, -0.006], [0.022, -0.002, 0.033], [0.017, 0.008, -0.023], [-0.008, -0.007, 0.012], [0.001, 0.000, 0.000], [-0.001, 0.000, 0.000], [0.029, 0.000, -0.010], [-0.077, 0.016, 0.015]], "e_homo_ev": [-1.837, -2.196], "relative_energy_kj_mol": 141.03, "total_charge": -2, "spin_multiplicity": 2, "e_tot_ha": -3378.7729}

=====

{"formula": "C33H29F6N3O2S", "method": "the ωB97M-V functional and the def2-TZVPD basis", "elements": ["C", "N", "C", "C", "F", "F", "F", "C", "C", "C", "C", "C", "C", "C", "C", "C", "N", "C", "C", "C", "F", "F", "F", "C", "C", "C", "C", "H", "H", "H", "H", "H", "H", "H", "H", "H", "H", "H", "H", "H", "H", "H", "H", "H", "H", "H", "C", "C", "C", "C", "S", "C", "C", "C", "C", "C", "C", "N", "C", "C", "O", "O", "C", "C", "H", "H", "H", "H", "H", "H", "H", "H", "H", "H"], "coordinates": [[5.470688, 3.162409, -0.117185], [5.351986, 1.844726, -0.690360], [6.582951, 1.239123, -1.174578], [6.804295, 1.685454, -2.591576], [7.952592, 1.233113, -3.158129], [5.749522, 1.263705, -3.372880], [6.808762, 3.059820, -2.665920], [4.139225, 1.229695, -0.770142], [3.990572, -0.176272, -0.620679], [2.730219, -0.727237, -0.594085], [1.552685, 0.040423, -0.868735], [0.288638, -0.604810, -0.797333], [-0.960553, -0.086238, -1.242205], [-1.991289, -1.011133, -1.593858], [-3.205109, -0.602073, -2.091973], [-3.420234, 0.766732, -2.376643], [-4.642138, 1.203257, -2.856075], [-4.778315, 1.795076, -4.162405], [-5.833850, 1.142005, -2.026134], [-5.940215, 2.417578, -1.243060], [-6.996904, 2.475018, -0.391776], [-4.796656, 2.600596, -0.484929], [-6.003894, 3.497561, -2.086643], [-2.403333, 1.699374, -2.062958], [-1.296840, 1.298915, -1.345244], [1.764169, 1.409557, -1.220585], [2.986958, 2.012866, -1.036704], [4.750213, 3.271101, 0.707910], [6.486250, 3.288310, 0.277609], [5.264399, 3.953691, -0.855760], [7.412351, 1.615407, -0.564858], [6.507731, 0.149864, -1.170796], [4.878156, -0.785732, -0.449234], [2.617557, -1.787901, -0.372602], [0.307506, -1.681833, -0.611911], [-1.800598, -2.070832, -1.454554], [-3.998960, -1.315252, -2.319874], [-4.118153, 1.275092, -4.872868], [-5.816847, 1.683942, -4.498455], [-4.504665, 2.862474, -4.163732], [-6.714141, 1.064760, -2.673990], [-5.743657, 0.312366, -1.315576], [-2.569543, 2.744125, -2.341961], [-0.686272, 2.058851, -0.859726], [0.967630, 2.006485, -1.649016], [3.107284, 3.092431, -1.160372], [-4.941239, 0.203228, 3.320062], [-4.487068, -0.816287, 4.161792], [-3.453823, -1.662893, 3.751417], [-2.879463, -1.494832, 2.486882], [-1.620353, -2.651262, 1.893860], [-0.138929, -1.755859, 1.789799], [1.087631, -2.365559, 2.159336], [2.233754, -1.558539, 2.449169], [3.436672, -2.124655, 2.840485], [3.568794, -3.518270, 2.932695], [4.810236, -4.121457, 3.323681], [5.815023, -4.641025, 3.623425], [2.469716, -4.332943, 2.620539], [1.269481, -3.787160, 2.210508], [-1.592290, -3.657427, 2.933796], [-2.041192, -3.045733, 0.562248], [-3.310898, -0.457690, 1.659265], [-4.348056, 0.382264, 2.065959], [-5.749756, 0.862743, 3.636526], [-4.935999, -0.959796, 5.145277], [-3.095178, -2.453332, 4.407173], [-0.278022, -0.677065, 1.867335], [2.132129, -0.473680, 2.352382], [4.294066, -1.488725, 3.071794], [2.569649, -5.417441, 2.700626], [0.451279, -4.452592, 1.937672], [-2.830591, -0.316621, 0.690203], [-4.685774, 1.176005, 1.398641]], "forces_ev_per_a": [[-0.453, 0.685, -0.002], [1.072, -0.355, 0.320], [-0.498, 0.121, 0.493], [-0.498, 0.603, -1.585], [-0.966, 0.346, 0.608], [1.156, 0.359, 0.547], [0.222, -1.209, -0.081], [-0.698, -0.723, -0.115], [0.106, 0.628, -0.066], [-0.303, -0.029, -0.041], [0.486, 0.013, 0.131], [0.513, -0.758, -0.350], [-1.638, 0.457, 0.290], [0.891, -0.059, 0.084], [-0.308, 0.868, -0.319], [1.183, -0.576, 0.722], [-1.572, -0.327, -0.322], [0.559, 0.365, -0.314], [0.841, -0.285, -0.379], [0.561, 1.355, 0.768], [0.728, -0.058, -0.735], [-1.202, -0.051, -0.535], [-0.183, -0.761, 0.811], [-0.629, -0.200, -0.057], [0.552, -0.362, -0.410], [0.095, 0.023, 0.501], [0.071, -0.166, -0.039], [0.277, -0.031, -0.202], [-0.306, 0.074, -0.110], [0.218, -0.071, 0.268], [-0.020, -0.446, -0.131], [0.305, 0.185, 0.079], [-0.405, 0.036, 0.024], [0.007, 0.238, -0.030], [0.011, 0.372, -0.271], [-0.013, 0.190, 0.022], [0.273, 0.136, 0.106], [-0.234, 0.129, 0.137], [0.285, 0.115, 0.000], [-0.214, -0.150, -0.189], [0.024, -0.222, 0.340], [-0.314, 0.092, -0.127], [-0.005, -0.282, 0.516], [-0.125, -0.248, -0.301], [0.168, -0.135, 0.248], [-0.109, -0.448, -0.240], [0.199, -0.172, -0.114], [0.079, 0.073, -0.212], [0.082, 0.008, -0.152], [0.033, 0.478, 0.016], [-0.849, 0.509, 0.501], [-0.199, 0.507, 0.134], [0.603, -0.221, -0.009], [-0.304, -0.194, -0.111], [0.002, 0.053, -0.139], [-0.067, 0.196, 0.064], [1.745, -0.904, 0.518], [-1.860, 1.026, -0.552], [-0.204, -0.092, -0.146], [0.111, 0.301, 0.043], [0.372, -0.181, -0.359], [0.033, -0.178, 0.033], [-0.007, -0.057, 0.006], [0.075, -0.074, 0.105], [0.203, -0.191, -0.062], [0.116, 0.055, -0.273], [-0.062, 0.115, -0.222], [0.055, -0.327, 0.206], [0.092, -0.333, 0.176], [-0.264, -0.184, -0.072], [0.002, 0.337, -0.088], [0.226, 0.232, 0.177], [-0.228, -0.026, 0.207], [0.102, -0.195, 0.265]], "e_homo_ev": -6.590, "relative_energy_kj_mol": 39.28, "e_tot_ha": -2586.9314}

=====

{"formula": "C33H29FMgNO2P2S2", "method": "the ωB97M-V functional and the def2-TZVPD basis", "elements": ["Mg", "S", "P", "C", "P", "S", "C", "C", "C", "C", "C", "C", "C", "C", "C", "C", "C", "C", "C", "C", "C", "C", "C", "C", "C", "C", "C", "C", "C", "C", "H", "H", "H", "H", "H", "H", "H", "H", "H", "H", "H", "H", "H", "H", "H", "H", "H", "H", "H", "H", "F", "C", "C", "C", "C", "C", "C", "H", "H", "H", "H", "N", "C", "C", "O", "O", "H", "H", "H", "H", "H"], "coordinates": [[-0.161784, 0.169779, -2.157001], [2.605326, 0.619112, -1.479365], [1.707638, 0.942209, 0.409431], [0.202543, 0.071899, 0.277064], [-0.552505, -1.445702, 0.618526], [-1.261891, -2.044607, -1.260241], [-2.088347, -1.458827, 1.571100], [-2.755207, -0.303485, 1.922267], [-3.911273, -0.360937, 2.677040], [-4.489177, -1.608444, 2.980572], [-3.905649, -2.770012, 2.503844], [-2.685151, -2.711237, 1.850529], [0.427807, -2.757271, 1.317743], [1.295866, -3.476769, 0.493562], [2.235693, -4.344380, 1.057410], [2.277739, -4.542977, 2.427481], [1.316799, -3.906153, 3.229416], [0.331399, -3.112753, 2.657940], [2.756121, 0.561081, 1.796550], [3.789182, -0.368694, 1.734092], [4.405559, -0.736905, 2.913783], [3.940848, -0.254151, 4.135973], [2.938609, 0.705208, 4.180164], [2.368749, 1.136801, 2.997458], [1.758604, 2.734542, 0.424968], [2.987672, 3.315563, 0.376151], [3.069613, 4.719825, 0.234592], [1.908322, 5.474868, 0.250724], [0.669682, 4.854414, 0.321239], [0.585303, 3.484657, 0.507430], [-2.334636, 0.643143, 1.602899], [-4.458777, 0.534625, 2.958926], [-5.371867, -1.656849, 3.610891], [-4.338528, -3.783822, 2.681326], [-2.173617, -3.641361, 1.521909], [1.286863, -3.322183, -0.582228], [2.989890, -4.841105, 0.384133], [3.037825, -5.168943, 2.891113], [1.305174, -4.096683, 4.306987], [-0.516091, -2.779419, 3.261504], [4.101939, -0.770605, 0.737225], [5.233867, -1.471400, 2.873859], [4.374942, -0.631075, 5.064604], [2.597153, 1.148217, 5.113342], [1.562022, 1.913714, 2.983118], [3.867804, 2.689975, 0.368398], [4.048134, 5.131150, 0.128983], [1.901926, 6.577586, 0.246656], [-0.238007, 5.466333, 0.325459], [-0.396637, 2.973040, 0.676293], [0.078214, 0.336426, -8.515609], [0.155298, 0.274358, -7.153749], [0.900765, 1.178289, -6.414436], [0.841229, 1.052015, -5.012230], [0.112302, 0.090831, -4.364197], [-0.510536, -0.886835, -5.148755], [-0.526861, -0.797874, -6.557982], [1.519732, 1.918170, -6.897489], [1.378657, 1.808908, -4.459017], [-1.033459, -1.734011, -4.717295], [-1.080529, -1.504055, -7.200664], [-5.059969, 0.749020, -1.015840], [-4.071236, 0.624804, -2.101690], [-2.921788, 1.606549, -1.789351], [-3.328162, 2.695434, -1.149368], [-1.737333, 1.483985, -2.151674], [-5.980867, 0.368597, -1.207813], [-4.231695, 2.441485, -0.837256], [-4.670981, 0.273053, -0.195160], [-4.415910, 0.924011, -3.110080], [-3.664359, -0.404151, -2.126208]], "forces_ev_per_a": [[0.920, -0.625, 0.433], [-0.297, 0.141, 1.109], [-1.282, -2.744, -3.217], [0.035, 0.256, 0.980], [0.705, 2.952, -2.967], [0.003, -0.135, 0.474], [-0.473, -1.342, 0.370], [0.284, 0.418, 0.066], [-1.103, -0.773, -0.017], [0.093, 0.710, 0.044], [0.204, -1.250, 0.284], [0.515, 0.191, -0.451], [-0.136, -1.179, -0.079], [0.742, 0.225, 0.205], [0.650, -0.371, -1.012], [-0.296, 0.530, 0.469], [0.067, -0.814, 0.108], [0.380, 0.250, 0.559], [0.136, -0.311, 0.066], [0.088, 0.034, -0.877], [0.536, -0.886, 0.219], [0.385, -0.157, 0.274], [-0.054, 0.274, 0.126], [-0.728, 0.498, 0.123], [-1.970, -0.384, 1.084], [0.561, 1.831, -0.669], [-0.207, -1.393, 0.505], [-0.119, 0.793, -0.236], [-0.560, 0.174, 0.720], [-0.648, -0.340, -0.450], [0.164, 0.097, 0.133], [0.287, 0.010, 0.088], [-0.041, 0.032, -0.212], [0.192, 1.067, -0.015], [-0.486, 0.772, 0.219], [-0.031, 0.164, 0.170], [-0.967, 0.481, 0.802], [-0.132, 0.095, -0.148], [-0.048, 0.030, -0.365], [0.523, 0.281, -0.059], [-0.359, 0.376, 1.021], [-0.585, 0.513, 0.172], [-0.040, 0.179, -0.257], [0.152, -0.241, -0.024], [0.802, -0.807, 0.148], [0.160, 0.085, -0.106], [0.411, 0.570, 0.062], [0.350, -0.622, -0.275], [0.303, -0.214, 0.036], [1.019, 0.427, -0.403], [0.281, 0.343, -0.136], [-0.297, -0.962, 0.578], [-0.421, -0.680, 0.012], [0.325, 0.918, -1.330], [-0.508, -1.015, 1.808], [-0.131, 0.323, -1.467], [0.117, 0.438, 0.291], [-0.060, 0.191, -0.111], [0.167, 0.057, 0.249], [-0.043, 0.042, 0.224], [0.398, 0.376, 0.394], [0.233, 0.343, 0.104], [0.862, -0.664, 0.365], [2.079, -0.061, -0.842], [0.055, -0.538, 0.092], [-2.954, 0.372, 0.834], [0.338, 0.011, -0.183], [-0.056, 0.254, -0.081], [-0.358, 0.032, -0.300], [-0.236, -0.212, 0.611], [0.108, 0.562, -0.340]], "e_homo_ev": -3.563, "relative_energy_kj_mol": 43.16, "total_charge": -1, "e_tot_ha": -3259.3045}